{
  "formula": "C5H18N6",
  "method": "wB97M-V/def2-TZVPD",
  "species": ["C", "C", "C", "C", "C", "N", "N", "N", "N", "N", "N", "H", "H", "H", "H", "H", "H", "H", "H", "H", "H", "H", "H", "H", "H", "H", "H", "H", "H"],
  "coordinates": [[-1.878340, -2.120876, 0.155961], [4.085346, -0.314149, 0.254833], [3.117416, -0.067468, -0.932294], [1.805889, -0.813079, -0.548443], [-0.181066, 0.482484, 0.003827], [-1.075909, -3.038582, 0.563105], [-0.756085, 1.401693, 0.711064], [-3.875149, -0.849691, -0.436872], [-2.842885, -1.454808, 0.042778], [-2.351200, 3.226752, -0.037642], [0.930747, -0.137438, 0.363833], [4.196759, -1.385065, 0.067870], [4.889304, 0.307194, 0.017972], [3.567803, -0.030401, 1.272998], [3.621358, -0.400636, -1.896508], [2.785992, 0.934963, -1.037281], [1.127075, -1.034631, -1.467184], [1.984944, -1.773364, 0.111621], [-0.799020, 0.251848, -0.920199], [-0.248893, -2.804936, 1.071173], [-2.485680, 3.495989, 0.939221], [-1.691072, 1.844793, 0.421419], [-4.704873, -0.496627, -0.017895], [-3.891292, -0.694027, -1.435486], [-3.211631, 3.381934, -0.529575], [-0.294530, 1.830739, 1.488077], [-1.841699, 4.075435, -0.241333], [-1.498698, -3.886074, 0.858125], [1.515400, 0.068025, 1.156828]],
  "atomic_forces_ev_per_a": [[-2.295, 1.479, 0.842], [-3.168, 0.046, -0.141], [-0.694, -1.246, 0.609], [-0.842, -3.497, -1.911], [-0.603, 0.518, 0.040], [0.283, 0.358, -0.249], [-0.749, -0.451, 0.246], [0.785, 0.453, -2.579], [0.478, -1.313, 0.347], [-0.233, 1.207, 0.783], [0.010, 0.905, -0.828], [0.990, 0.119, 1.180], [1.865, 0.496, 0.486], [1.349, -0.704, -1.773], [-1.061, 0.191, 1.202], [0.142, 1.298, -0.300], [1.420, -0.120, 1.343], [0.337, 1.188, -2.146], [1.597, -0.266, 0.873], [0.744, 0.325, -0.028], [-0.972, -0.412, 0.187], [1.268, 0.148, -0.320], [-0.053, -0.125, 1.861], [0.231, -0.344, -0.150], [-0.770, -0.038, 0.003], [0.305, 0.023, 0.518], [0.864, 0.019, -1.023], [-0.427, -1.196, 0.001], [-0.802, 0.940, 0.927]],
  "e_homo_ev": -17.127,
  "relative_energy_kj_mol": 469.6,
  "e_tot_ev": -14398.4106,
  "charge": 2
}